(1)
The following is a DFT calculation (the ωB97M-V functional and the def2-TZVPD basis) of the molecule C4H8BrN3 in a non-equilibrium geometry.

Calculated values
* LUMO (spin up / spin down): 0.827 / -1.576 eV
* M: 178.0 Da
* E: -2895.2536 a.u.

Structure (ORCA input):
```
! RIJCOSX wB97M-V def2-TZVPD def2/J DEFGRID3
* xyz 0 3
Br -3.6962 -0.0768 -0.1218
C -1.2351 -1.5840 -0.0270
H 1.0410 -0.2219 1.9667
C -1.1228 0.8486 -0.7868
H -1.8270 1.5625 -1.3922
H -1.8698 -2.1923 -0.6482
H 2.9234 -0.0031 -0.1277
H 2.7292 1.5103 0.9282
C 2.3795 0.9419 0.1273
C -1.7356 -0.2146 -0.2482
H -1.2015 -2.0873 0.8761
N 0.8439 0.6044 0.2058
H 2.5074 1.5083 -0.7520
N 0.3130 0.0212 1.1712
H -0.2698 -1.6613 -0.3865
N 0.2202 1.0442 -0.7846
*
```

=====

(2)
The following is a DFT calculation (the ωB97M-V functional and the def2-TZVPD basis) of a cluster of 7 separate species, C12H40N2O9 in total.

Calculated values
* LUMO: 0.318 eV
* M: 356.5 Da
* E: -1267.7969 a.u.
* SMILES string: COCCNCCOC.COCCNCCOC.O.O.O.O.O

Structure (ORCA input):
```
! RIJCOSX wB97M-V def2-TZVPD def2/J DEFGRID3
* xyz 0 1
H 2.8308 -4.6775 -0.6890
H -0.5152 7.5706 0.2980
C -1.0081 1.4758 1.7893
H 0.6954 -4.1648 -2.7472
C 0.4351 2.2456 0.0700
C 1.4741 -2.9994 1.1157
C 2.1365 -5.5285 -4.3353
O -3.4179 -1.9848 -2.6011
H 2.0708 -0.5873 4.0469
H -0.8979 -1.1248 -0.8945
H -0.9580 1.2388 2.8544
O -1.1488 1.3063 -2.8886
H 0.6002 -3.6162 1.3128
H 2.5893 -6.4702 -4.6337
H 1.1383 -4.9755 -0.5268
H -1.2545 0.5458 1.2537
H 2.5696 -4.6826 -4.8747
H -0.3143 2.9516 -0.3000
H -0.8812 3.8512 2.2520
H 0.9238 -1.3543 -1.9175
H 3.4503 0.2273 3.3434
O 2.5560 -1.1302 2.0994
H -0.3966 -2.5380 -0.5919
C 1.7546 -4.2096 -2.4576
H 0.9664 6.6224 0.4994
H -2.7726 -2.1929 -1.9124
H 2.5813 -2.4690 -0.4617
H -2.0125 6.2286 3.1581
H 1.4040 2.7315 -0.0280
H 2.3739 -3.3935 1.5977
C 1.8454 -4.2560 -0.9416
H -3.0593 1.9696 1.9352
H -2.3584 4.8041 0.4556
N 1.6716 -2.9139 -0.3583
H 1.0655 -5.6071 -4.5818
C 2.4572 -0.1577 3.1108
O -0.4604 6.2343 1.8645
O 2.3221 -5.3952 -2.9482
C -2.1472 2.4520 1.5649
H -2.7947 -3.5342 1.8846
H 1.8172 0.6828 2.8252
O 0.9074 -0.6124 -2.5399
C -2.4691 4.8721 1.5480
N -1.8878 3.7121 2.2251
H -3.5416 4.9146 1.7655
O 0.2638 1.9726 1.4488
H 1.8343 -0.4011 -2.6876
C 1.2899 -1.6190 1.7096
H -0.4056 0.7047 -2.7406
H -2.3795 7.0068 1.6280
H 2.3061 -3.3396 -2.8372
H 0.8666 -0.9378 0.9564
H -1.6373 -3.0308 1.0277
H 0.5803 -1.6397 2.5445
H -2.3144 2.5773 0.4824
H -1.5445 1.0105 -3.7127
O -1.2058 -2.0010 -0.6336
H -0.4707 5.8271 -0.1686
C -1.8529 6.1512 2.0835
O -1.8402 -3.5877 1.7896
H -4.0867 -2.6712 -2.5362
H 0.3765 1.3373 -0.5368
C -0.1209 6.5791 0.5425
*
```

=====

(3)
The following is a DFT calculation (the ωB97M-V functional and the def2-TZVPD basis) of the molecule C17H19ClN2O3S2 in a non-equilibrium geometry.

Calculated values
* LUMO: -0.039 eV
* M: 398.9 Da
* E: -2250.3971 a.u.
* SMILES string: CC(=O)Nc1ccc(S(=O)(=O)NCCSCc2cccc(Cl)c2)cc1

Structure (ORCA input):
```
! RIJCOSX wB97M-V def2-TZVPD def2/J DEFGRID3
* xyz 0 1
C -4.4151 -1.4843 -0.5615
H 2.6990 1.0080 0.1849
H 1.2280 1.6718 3.1196
O -3.7910 -2.0761 -1.3568
H 1.7951 -2.0647 2.3881
H -6.7993 -0.9913 -0.0503
C 3.5552 -1.2466 0.2306
S 1.0162 2.4406 -1.0038
H -6.0066 -1.9765 1.0868
Cl 6.0929 -0.9153 -0.3672
H 3.9621 -1.5188 1.4421
C -2.6354 1.5166 0.3917
H -4.6484 0.1104 0.7628
C -2.0337 -0.1707 -1.1691
H 0.5429 -2.2782 1.3343
H -3.4702 2.1324 1.1178
C 3.8677 -1.4392 -1.9168
S 0.2508 -0.0932 1.9402
H 3.3737 2.0809 1.8603
C -5.8886 -1.8352 0.0584
N 1.6147 2.7092 0.7368
C 2.3965 1.6106 1.2711
C 2.5405 -1.3232 -2.1202
H -0.0669 0.3308 -2.0849
C 2.1330 -1.5792 0.4666
H -6.3023 -2.9209 -0.4341
H 1.2982 3.2442 1.2860
C 1.8251 1.0222 2.2511
C -2.8949 0.2040 -0.4559
C 4.4569 -1.2091 -0.6406
C -0.8898 0.4883 -1.2358
H -1.4013 3.2651 0.6452
C 1.2834 -1.6349 1.5265
O 1.8554 1.7991 -1.8197
H 4.4722 -1.1177 -2.8884
H -2.2943 -0.8561 -1.6807
C -0.5784 1.7824 -0.7973
C -1.5469 2.2772 0.1189
N -4.0671 -0.3112 -0.0856
C 1.5986 -1.7123 -0.8848
H 0.6568 -1.8955 -1.0595
H 2.3855 0.3000 2.7791
H 2.1049 -1.4003 -3.1361
O 0.7251 4.0568 -1.2498
*
```

=====

(4)
The following is a DFT calculation (the ωB97M-V functional and the def2-TZVPD basis) of a cluster of 2 separate species, C3H5O3S2 in total in a non-equilibrium geometry.

Calculated values
* LUMO (spin up / spin down): 0.166 / 0.166 eV
* M: 153.2 Da
* E: -1139.3276 a.u.

Structure (ORCA input):
```
! RIJCOSX wB97M-V def2-TZVPD def2/J DEFGRID3
* xyz -1 1
C -0.9084 -0.4318 0.5105
H -0.9923 -2.5277 -0.3422
S 3.7313 0.0808 -0.1266
O -2.0239 0.1835 0.3402
H 0.6067 -1.8577 -0.3319
H -0.3210 0.7521 2.2412
H 0.9558 -0.5300 1.5155
O 4.0642 0.2320 -1.5653
C -0.5206 -1.5951 -0.4759
H -0.8125 -1.4285 -1.5916
S 4.9963 1.0652 1.1144
O 3.3351 -1.2778 0.2514
C -0.0036 -0.0768 1.5345
*
```